Entry from the OMol25 dataset: a molecular structure, C39H38N7O8PSY (ωB97M-V with the def2-TZVPD basis set).

Structure (XYZ):
```
95
C39H38N7O8PSY (ωB97M-V with the def2-TZVPD basis set)
H 3.03849 2.30506 2.86262
H 1.21609 -3.22192 -2.73538
C 2.87567 -2.24553 3.92933
C 1.31245 -2.44188 -3.48064
C 3.30648 -2.82877 -0.76722
C -2.56511 1.06167 1.90251
S -2.09902 -4.35198 -2.05149
H 1.90139 0.25141 -1.22808
C 2.21678 1.28358 -1.09382
H -5.43620 -3.44424 -0.98176
H -1.70214 -3.29730 1.43298
H 3.28814 1.26154 -0.89921
H -4.87747 4.33304 2.22791
H 5.30804 -2.94189 -1.49108
C 1.18205 -0.08242 -4.97214
H 2.36235 -2.19786 -3.64603
H 1.79623 -0.88775 -5.34395
C -0.27893 0.83941 -3.28035
N -3.65588 -3.24446 1.63715
C -4.44202 4.18698 1.24560
C 1.45963 1.96479 0.01403
H 3.30264 -2.65449 3.01035
H 4.54718 -1.33218 5.81431
O -3.20741 -0.90845 -2.04366
C 0.16430 3.93362 0.64291
N -0.91185 0.63043 -2.02553
O -1.19424 -0.24481 0.53779
H 1.79054 -2.30700 3.82120
H 1.03582 3.60921 -1.27942
N -2.37389 -2.89284 2.08524
H -2.33002 0.37925 2.71080
C -2.21446 1.66868 -0.44450
C 2.34751 -2.19499 0.05663
C 4.21290 -0.52943 5.16623
N -1.60612 1.62314 -1.65896
C 4.67770 0.76027 5.37537
O -1.32924 -3.25269 -2.78733
C -4.10091 4.86621 -1.02216
C 0.52585 -0.20314 -3.75509
C 3.36277 1.50143 3.51184
O -1.61161 -5.66233 -2.38427
C 0.96761 -2.65933 0.03453
H -0.62899 3.93756 2.64185
C 0.49719 2.16679 2.21296
H -0.26778 4.88767 0.36677
C 4.25065 1.78010 4.54105
H 1.56549 1.17137 -6.65888
N -4.07930 -1.41409 -1.32200
H 0.50207 -2.59842 1.02818
H 0.88412 -3.69035 -0.32279
C -0.38729 2.00575 -4.02919
P 1.67879 -0.24244 1.97147
C 2.88365 0.21092 3.29404
C 0.27073 2.12925 -5.24139
C -3.63161 3.05658 1.03239
O -1.79039 -3.98797 -0.60370
C 3.32288 -0.82552 4.13894
O -5.25704 -1.44930 -1.62759
H 6.09953 -1.01673 -0.12078
N -5.21296 -3.61370 -0.01048
H -0.99605 2.80802 -3.63955
H 0.17513 3.04034 -5.81732
H -3.81914 2.31119 3.05647
C -0.03483 3.40672 1.90806
O -3.53103 -4.13718 -2.28025
C 4.16558 -0.71752 0.76613
C -3.31319 3.76601 -1.25429
H 3.18308 -2.87655 4.76337
C 0.90016 3.21077 -0.27920
C -1.95637 0.77535 0.62792
C -3.36820 2.12835 2.08678
C 5.06854 -1.34353 -0.07349
N -3.60014 -1.83799 -0.13323
H -2.88679 3.59891 -2.23233
C -4.16695 -2.89829 0.44207
H 2.99339 -3.69659 -1.33730
H 5.36881 0.96371 6.18416
C 2.82733 -1.10290 0.83392
H 4.50392 0.10842 1.38202
C 4.61817 -2.41204 -0.84301
C 1.25562 1.42706 1.29921
H -5.15364 -4.59768 0.20668
H 0.81554 -2.76425 -4.39420
O 0.63914 -1.29469 -2.93905
C 1.04978 1.08425 -5.71129
C -3.04952 2.83217 -0.23147
H -4.28485 5.56829 -1.82623
H 4.60891 2.79237 4.68365
H 2.05295 1.81663 -2.03208
H -5.29861 5.95564 0.40910
H -4.02279 -4.07274 2.07266
H -2.27989 -1.88267 2.06660
H 0.30442 1.73901 3.19252
Y -1.05451 -1.72507 -1.13335
C -4.67582 5.08701 0.23819
```

For the orbital gap, the calculation gives 5.97 eV. The calculation puts the energy relative to the best compared isomer or geometry (same formula, charge and spin) at 2.4 kcal/mol. The LUMO energy comes out at 0.0554 Ha. The total charge is -1.

These are the Mulliken partial charges, in e, on atoms 1 to 8: H 0.3599; H 0.2725; C -1.3600; C -1.5930; C -0.6569; C -1.0655; S 1.0925; H -0.2298

Entry from the OMol25 dataset: a molecular structure, C39H39BeBrN5O2P (ωB97M-V with the def2-TZVPD basis set).

Structure (XYZ):
```
88
C39H39BeBrN5O2P (ωB97M-V with the def2-TZVPD basis set)
C 4.47531 1.40644 -2.61979
H -1.39713 -3.55044 5.59719
H 6.14750 1.14325 -3.93699
C -0.46039 3.02577 -4.94159
H -0.02215 1.23503 2.26529
H 4.20884 1.75985 2.64117
H 4.99233 2.09782 -1.96710
H 0.72436 3.25724 0.60276
H -4.13174 4.41481 1.89929
C 0.29864 3.48549 -0.37506
Br 0.15563 -4.32678 8.04785
N 2.35071 -2.85494 4.90920
C -0.19141 0.94757 -3.74784
H -3.38471 -0.56913 -0.74359
H -3.15347 -3.39221 -1.80106
C -3.30848 -0.14697 3.93423
H 1.87479 2.47608 3.26100
H -2.28162 4.52007 0.27107
C 1.95421 -3.35913 6.07090
H 1.20446 -2.52873 -3.32298
H -1.25511 2.81860 -1.69641
C -0.95163 -2.47356 3.13680
C 0.62083 -3.60921 6.36153
C 1.41442 -2.56974 4.01221
H -0.05450 4.51618 -0.34868
H 1.10068 3.43597 -1.11367
H 2.72210 -3.57579 6.80360
H -0.51640 -2.20759 -3.26232
H -3.75278 0.69229 4.47111
C 0.35121 2.10576 -4.29218
H 0.79239 -3.89646 -0.13314
C 0.43716 -1.80381 -3.59832
N -0.50226 -2.22215 -0.19946
O -0.64608 -1.44008 2.42666
H 2.62004 -1.03994 -4.95191
C 3.16466 1.04681 -2.34744
H -0.02277 3.92338 -5.35841
H 1.70318 -1.73558 -0.57550
C -3.75064 -0.16127 2.47117
C -0.81517 2.51058 -0.74181
C 3.34479 1.26547 2.21648
O -1.95557 -3.15085 3.02372
C 2.38442 -0.40996 0.80038
C -2.32992 1.18823 0.81399
C 4.45020 -0.01194 -4.55578
H -4.84039 -0.25217 2.43384
H 0.42059 -1.69001 -4.68226
Be -0.34424 -0.96005 0.95907
H -0.39281 1.52157 -0.91006
C -2.57627 3.56832 0.69264
C 2.47355 0.16743 -3.18047
C -1.56483 0.72800 -3.87280
C -2.19942 -3.23207 -1.32760
N 1.14718 -0.02578 1.14132
C 5.12196 0.87227 -3.72454
C -1.91464 2.41525 0.28414
C -2.37260 1.64016 -4.52839
C -2.38053 -0.81748 -0.40264
P 0.74981 -0.22744 -2.71088
H 2.66602 1.45286 -1.47373
H 1.75397 -2.14462 3.07543
H 4.50395 -0.11094 1.05357
H -2.45149 3.51742 -5.56710
C -3.35159 1.11051 1.76818
H -3.60641 -1.07074 4.42732
H -1.13765 -5.17853 -1.49283
C -1.76331 -2.05729 -0.72512
N -1.71038 -0.01648 0.35229
H -2.22468 -0.05678 4.00692
C 2.05260 1.66963 2.56815
H 4.95057 -0.43039 -5.41886
C -1.16305 -4.15586 -1.15856
H -2.00890 -0.16331 -3.44329
C -1.82159 2.79867 -5.06059
C -0.35239 -3.34002 5.41682
C -3.61502 3.51104 1.60486
C -3.98970 2.29194 2.13652
H 1.41334 2.29944 -4.20826
H -3.43441 1.45228 -4.61718
C 0.05663 -2.79467 4.21053
C 3.51930 0.23224 1.33660
H 3.42042 -1.63269 -0.44738
N 2.51646 -1.45629 -0.04674
H -4.79219 2.24212 2.86255
C 3.13411 -0.35735 -4.28818
C -0.16045 -3.50022 -0.45060
C 1.00063 0.98910 2.01495
H -3.34108 -1.04545 1.98586
```

For the orbital gap, the calculation gives 8.34 eV. The calculation puts the energy relative to the best compared isomer or geometry (same formula, charge and spin) at 1.7 kcal/mol. The LUMO energy comes out at 0.0129 Ha.

These are the Mulliken partial charges, in e, on atoms 1 to 8: C -0.9139; H 0.5851; H 0.3820; C -0.7365; H 0.4059; H 0.4454; H 0.4535; H 0.2769

Entry from the OMol25 dataset: a molecular structure, C39H39Cl5N5ORe at a distorted geometry (ωB97M-V with the def2-TZVPD basis set).

Structure (XYZ):
```
90
C39H39Cl5N5ORe (ωB97M-V with the def2-TZVPD basis set)
H -5.94773 -3.22213 2.22068
C -5.02327 -3.05576 2.82145
H -1.80324 -2.72137 4.96190
C 2.15358 -0.84516 3.07833
H 2.65752 -4.47185 -4.06492
C -0.74927 2.30808 4.01143
H 1.29459 -6.01410 -2.80921
C -0.59089 1.30229 -5.65352
H 0.40942 -4.24173 0.17676
C -2.64488 -2.82767 4.28899
C -0.43729 2.94257 5.21927
C -1.99649 1.97834 -0.18924
C 2.57663 -2.17904 3.47698
H -2.15584 2.18432 -3.71208
H 1.42528 -3.28622 -4.29446
C -0.54415 3.71334 0.62619
Re 0.05264 0.83717 1.59545
C 0.40234 -2.07102 0.74017
C 1.14872 -2.92236 -1.36711
H 1.55139 4.04042 -3.47461
H 2.88702 -2.80870 -3.47505
C -4.56000 -4.10775 3.56996
N -1.51649 0.05688 2.39903
Cl -4.10825 5.29213 -0.02296
H 0.28665 1.00091 -6.19573
H 1.64920 -1.32849 -2.76821
C 2.78722 -4.72165 -1.41619
C 0.38573 3.59504 -5.58192
C 1.93021 2.70645 4.69623
H -0.17605 0.03663 -3.17196
H 0.03798 -2.19309 1.73039
H -1.72448 2.15898 3.61234
H 0.11893 -5.62484 -1.56120
H -0.09907 -5.03666 -3.22131
H -1.24943 3.33396 5.90334
Cl -4.45657 2.39062 -1.12339
Cl -1.11693 6.32429 0.51331
H -2.95081 -4.95838 4.61254
H 3.40377 2.22263 2.44190
C 2.56405 1.51297 2.56066
H 3.64001 -4.03419 -1.27381
C -3.00623 -1.76936 3.43873
C 2.07187 2.82945 -1.81485
H -5.05732 -5.05543 3.58297
C 1.65470 -4.09002 -2.17545
H -2.39543 3.28722 -5.01428
H -4.69165 -0.96315 2.28941
C 0.63250 -5.23165 -2.44314
C 0.92962 -0.55052 -0.96805
H -1.38576 1.52831 -6.36748
C -1.45414 4.68396 0.17358
C 0.59941 -3.16926 -0.08310
N 0.64980 -0.78524 0.35371
O 0.87851 -0.58584 2.91646
H -0.16328 3.84622 -6.45397
C -3.32101 -4.03216 4.24063
H 4.03962 -0.07461 2.94678
H 3.11134 -2.15585 4.43079
C -2.13647 -0.76055 3.02009
H 1.69578 -2.81728 3.60557
C 0.88285 3.12775 5.58472
C 1.26890 -1.63108 -1.77993
H 1.93363 1.38363 1.56726
C 0.48365 0.89300 -2.86388
H 2.44135 -4.94983 -0.41829
C -4.29207 -1.85394 2.80173
H 2.75588 3.49954 -1.36928
N 0.23864 1.82674 3.22455
H 3.29435 -2.50619 2.71836
Cl -2.18794 0.28175 -0.55818
C 1.59922 2.09519 3.53496
C -2.94160 2.92767 -0.53522
C -1.69775 3.02388 -4.21112
Cl 1.06782 4.28623 1.02269
H 1.36707 3.30442 -5.94921
H 1.14069 3.52890 6.57575
H -0.95515 0.42566 -5.09393
H -1.56591 3.88221 -3.48264
C 1.08838 0.75106 -1.61045
N 3.04100 0.14297 2.90445
C -0.32314 2.51446 -4.73087
C -2.72956 4.33044 -0.23188
N 1.88393 1.70583 -1.07605
C 1.45368 3.05652 -2.99477
H 0.51957 4.59058 -5.11287
H 2.99172 2.72993 4.93908
H 3.23045 -5.60343 -1.90114
C 0.54489 2.12767 -3.52209
C -0.85808 2.35769 0.57369
C 2.15999 -3.64933 -3.56431
```

For the orbital gap (spin up / spin down), the calculation gives 6.54 / 5.74 eV. The spin multiplicity is 4. The calculation puts the energy relative to the best compared isomer or geometry (same formula, charge and spin) at 24.8 kcal/mol. The LUMO energy (spin up / spin down) comes out at -0.3447 / -0.3818 Ha. The total charge is +3.

These are the Mulliken partial charges, in e, on atoms 1 to 8: H 0.3861; C -0.6271; H 0.5117; C 0.5676; H 0.4141; C 0.2276; H 0.4767; C -1.6876

Number 1: calculated total energy -3272.221349 a.u.. Number 2: calculated total energy -4864.151652 a.u.. Number 3: calculated total energy -4236.788244 a.u..